[1]
{
  "formula": "C3H4O2",
  "method": "ωB97M-V/def2-TZVPD",
  "symbols": ["C", "C", "C", "O", "O", "H", "H", "H", "H"],
  "positions_angstrom": [[-0.43574, 0.68346, -0.47439], [-1.54612, 1.50093, -1.31826], [0.13158, -0.89364, 0.39066], [-1.43674, 1.55743, -0.06655], [1.41518, -0.62494, 0.70218], [0.49956, 1.27994, -0.57103], [-0.13759, -1.82932, -0.07746], [-0.57202, -0.77341, 1.26234], [2.08189, -0.90044, 0.15249]],
  "e_above_lowest_kj_mol": 572.1,
  "energy_ha": -266.97487,
  "e_homo_ev": -9.2464,
  "spin_multiplicity": 1,
  "gap_ev": 9.972
}



[2]
{
  "formula": "C3H4O2",
  "method": "ωB97M-V/def2-TZVPD",
  "symbols": ["C", "C", "C", "O", "O", "H", "H", "H", "H"],
  "positions_angstrom": [[0.63228, 0.30963, 0.50058], [0.21177, -0.38379, -0.61820], [-0.97514, 0.38341, -0.84022], [0.90530, -0.27990, 1.67954], [-2.12244, 0.01880, -0.88370], [0.58079, -1.19088, 1.69346], [0.95052, 1.34241, 0.49040], [0.23178, -1.46856, -0.69576], [-0.41487, 1.26887, -1.32611]],
  "e_above_lowest_kj_mol": 281.0,
  "smiles": "O=C/C=C/O",
  "energy_ha": -267.08577,
  "e_homo_ev": -9.1462,
  "spin_multiplicity": 1,
  "gap_ev": 9.634
}



Computed LUMO level, in the same sequence as the records: 0.73; 0.49 eV.